Record 1
{"formula": "C27H52BBrF3N4O11S3", "method": "ωB97M-V/def2-TZVPD", "species": ["C", "C", "C", "N", "C", "C", "C", "O", "O", "S", "C", "O", "O", "C", "C", "S", "O", "O", "C", "C", "C", "C", "Br", "N", "O", "B", "O", "O", "C", "S", "O", "O", "C", "F", "F", "F", "H", "H", "H", "H", "H", "H", "H", "H", "H", "H", "H", "H", "H", "H", "H", "H", "H", "H", "H", "H", "H", "H", "C", "C", "N", "C", "C", "C", "C", "H", "H", "H", "H", "H", "H", "H", "H", "H", "H", "H", "H", "H", "H", "H", "C", "C", "N", "C", "C", "C", "C", "H", "H", "H", "H", "H", "H", "H", "H", "H", "H", "H", "H", "H", "H", "H"], "xyz": [[0.412, -2.196, 1.074], [0.849, -3.329, -0.049], [-0.443, -4.076, -0.760], [-0.743, -3.600, -2.165], [-0.553, -2.100, -2.325], [-1.726, -1.155, -1.597], [-3.006, -1.842, -0.767], [-3.397, -1.356, 0.444], [-3.756, -3.025, -1.243], [-4.806, -2.642, -2.530], [-6.567, -2.207, -1.931], [-4.982, -3.976, -3.356], [-4.261, -1.596, -3.533], [-1.518, 0.477, -1.738], [-2.642, 1.443, -1.006], [-4.337, 1.399, -1.846], [-5.289, 0.583, -0.938], [-4.889, 2.877, -1.851], [-0.202, 1.044, -2.581], [-0.084, 2.711, -2.642], [-1.282, 3.398, -3.531], [-0.770, 4.743, -4.371], [-2.104, 2.145, -4.870], [0.833, 0.115, -3.250], [1.852, 0.701, -3.947], [1.482, 0.911, -5.360], [0.575, 0.075, -6.171], [2.042, 2.129, -6.037], [0.738, -1.422, -3.145], [2.072, -2.488, -3.938], [1.979, -4.008, -3.521], [2.074, -2.477, -5.485], [3.723, -1.895, -3.179], [4.393, -3.078, -2.520], [3.498, -0.918, -2.049], [4.635, -1.382, -4.227], [-0.679, -2.449, 1.451], [1.130, -2.322, 2.016], [0.408, -1.097, 0.671], [1.648, -2.937, -0.827], [1.411, -4.183, 0.568], [-0.173, -5.228, -0.796], [-1.343, -3.963, -0.017], [-1.667, -3.927, -2.521], [-7.367, -2.975, -2.308], [-6.827, -1.124, -2.312], [-6.515, -2.278, -0.754], [-2.331, 2.595, -0.994], [-2.702, 1.142, 0.147], [-4.301, 0.990, -3.189], [0.965, 3.014, -3.126], [-0.029, 3.131, -1.529], [-2.174, 3.782, -2.838], [-1.745, 5.341, -4.630], [-0.070, 5.443, -3.708], [-0.254, 4.382, -5.357], [1.070, -0.107, -7.040], [1.284, 2.540, -6.584], [-4.432, 3.840, 2.125], [-3.915, 2.838, 3.154], [-2.453, 2.749, 3.232], [-1.994, 1.624, 4.053], [-2.325, 1.655, 5.543], [-1.740, 4.009, 3.456], [-2.073, 4.791, 4.723], [-4.066, 3.602, 1.121], [-5.527, 3.810, 2.098], [-4.145, 4.866, 2.369], [-4.312, 1.856, 2.867], [-4.357, 3.083, 4.126], [-0.907, 1.513, 3.938], [-2.411, 0.703, 3.633], [-1.677, 2.347, 6.086], [-2.158, 0.663, 5.978], [-3.366, 1.922, 5.738], [-1.916, 4.664, 2.594], [-0.658, 3.825, 3.430], [-3.144, 4.815, 4.934], [-1.740, 5.829, 4.613], [-1.555, 4.387, 5.594], [5.715, 0.350, 3.430], [5.784, -1.169, 3.567], [4.651, -1.884, 2.971], [4.629, -3.308, 3.320], [5.774, -4.179, 2.807], [4.366, -1.588, 1.565], [5.474, -1.858, 0.551], [4.802, 0.747, 3.885], [6.570, 0.806, 3.940], [5.754, 0.671, 2.386], [5.812, -1.389, 4.642], [6.739, -1.509, 3.152], [3.679, -3.748, 2.985], [4.603, -3.392, 4.411], [5.660, -4.412, 1.747], [5.774, -5.136, 3.340], [6.753, -3.721, 2.964], [4.080, -0.532, 1.485], [3.464, -2.129, 1.253], [6.457, -1.543, 0.906], [5.270, -1.305, -0.372], [5.522, -2.914, 0.279]], "largest_force_ev_per_a": 9.9, "multiplicity": 1, "e_lumo_ev": -6.28, "homo_lumo_gap_ev": 3.592, "e_homo_ha": -0.3629, "total_charge": 1, "total_energy_ev": -168674.55567}

---

Record 2
{"formula": "C4H6N2S2", "method": "ωB97M-V/def2-TZVPD", "species": ["C", "C", "N", "C", "N", "S", "C", "S", "H", "H", "H", "H", "H", "H"], "xyz": [[-0.509, -1.415, 1.384], [0.164, -0.255, 0.964], [1.467, -0.648, 1.607], [-0.675, 0.878, 1.320], [-1.175, 1.741, 0.503], [-0.608, 1.369, -1.147], [0.244, -0.064, -0.651], [0.708, -1.211, -1.629], [0.240, -2.167, 1.069], [-1.571, -1.391, 1.143], [-0.546, -1.563, 2.517], [1.526, -1.348, 2.573], [2.058, 0.185, 1.948], [-0.698, 1.223, 2.297]], "largest_force_ev_per_a": 5.3, "multiplicity": 1, "e_lumo_ev": -0.45, "homo_lumo_gap_ev": 8.176, "e_homo_ha": -0.3169, "smiles": "C[C@]1(N)C=NSC1=S", "de_lowest_ev": 3.7504, "total_energy_ev": -28892.46030}

---

Record 3
{"formula": "C3H6N2S", "method": "ωB97M-V/def2-TZVPD", "species": ["C", "C", "C", "N", "N", "S", "H", "H", "H", "H", "H", "H"], "xyz": [[2.055, 0.444, 0.380], [-0.782, -0.716, 0.224], [-0.225, 0.549, 0.675], [2.974, -0.166, 0.058], [-0.648, -1.049, -1.213], [-0.838, 2.064, -0.111], [-0.461, -1.670, 0.740], [-1.838, -0.616, 0.327], [-0.336, 0.690, 1.729], [-0.061, -1.884, -1.225], [-0.221, -0.267, -1.703], [0.381, 2.623, 0.120]], "largest_force_ev_per_a": 4.1, "multiplicity": 1, "e_lumo_ev": -1.56, "homo_lumo_gap_ev": 8.525, "e_homo_ha": -0.3706, "de_lowest_ev": 4.3328, "total_energy_ev": -17019.70820}

---

Record 4
{"formula": "C4H8S4", "method": "ωB97M-V/def2-TZVPD", "species": ["C", "C", "C", "C", "H", "H", "H", "H", "H", "H", "H", "H", "S", "S", "S", "S"], "xyz": [[2.163, 2.245, 0.203], [1.404, -0.359, -0.118], [-1.326, -0.759, 0.698], [-2.162, -0.334, -0.565], [1.767, 3.353, 0.100], [3.032, 2.211, -0.638], [2.684, 2.148, 1.357], [-1.206, 0.031, 1.468], [-1.642, -1.659, 1.089], [-2.559, -1.246, -1.079], [-1.691, 0.300, -1.342], [-4.967, -0.460, -0.743], [0.661, 1.170, 0.082], [2.971, -0.771, -0.382], [0.217, -1.560, 0.306], [-3.593, 0.571, -0.100]], "largest_force_ev_per_a": 4.7, "multiplicity": 1, "e_lumo_ev": -0.54, "homo_lumo_gap_ev": 8.157, "e_homo_ha": -0.3197, "de_lowest_ev": 3.1773, "total_energy_ev": -47615.25749}